Entry 1:
{
  "formula": "C23H18Cl4GeKN4O3",
  "method": "ωB97M-V/def2-TZVPD",
  "species": ["K", "Cl", "C", "C", "C", "C", "O", "C", "C", "N", "C", "C", "C", "C", "C", "C", "C", "C", "N", "C", "C", "H", "H", "H", "H", "H", "H", "H", "H", "H", "H", "Cl", "Ge", "Cl", "Cl", "O", "C", "N", "C", "O", "C", "C", "C", "C", "N", "C", "H", "H", "H", "H", "H", "H", "H", "H"],
  "coordinates": [[1.300579, -0.435819, -2.508934], [2.394347, 5.780806, 1.632985], [2.659611, 4.395162, 0.614583], [3.253747, 4.558348, -0.634858], [3.459168, 3.461626, -1.442652], [3.068968, 2.173275, -1.044016], [3.241172, 1.171552, -1.896606], [2.482820, 2.018380, 0.228298], [2.098576, 0.735070, 0.816104], [2.074941, -0.389250, 0.215335], [1.826943, -1.540118, 0.991880], [2.503690, -1.768612, 2.158665], [2.297726, -2.947138, 2.908328], [1.414968, -3.888900, 2.477116], [0.708179, -3.692324, 1.264529], [-0.220416, -4.638760, 0.776013], [-0.872663, -4.408281, -0.397010], [-0.578253, -3.219737, -1.095180], [0.272548, -2.314720, -0.682555], [0.917423, -2.524962, 0.501468], [2.295128, 3.142464, 1.044205], [3.561241, 5.544120, -0.957707], [3.933747, 3.563703, -2.409315], [1.822316, 0.780307, 1.876552], [3.247987, -1.051293, 2.481110], [2.858693, -3.100686, 3.820282], [1.251293, -4.799229, 3.040076], [-0.398833, -5.543826, 1.344491], [-1.589516, -5.111309, -0.796725], [-1.080465, -3.019742, -2.038710], [1.858181, 3.017916, 2.027759], [5.765054, 0.467183, -0.120582], [4.392220, -0.489885, -1.529513], [5.384303, -0.434482, -3.517379], [4.511039, -2.745733, -0.903407], [-6.071938, -1.314343, 1.447458], [-6.440754, -0.223586, 0.646278], [-5.322705, 0.625717, 0.288664], [-4.354996, 0.112319, -0.514865], [-4.457988, -0.993833, -1.021132], [-3.199728, 1.006156, -0.840269], [-3.237359, 2.389887, -0.768830], [-2.107007, 3.108425, -1.120029], [-0.984175, 2.413489, -1.537517], [-0.936337, 1.080559, -1.615285], [-2.024633, 0.401537, -1.270256], [-5.551946, -1.909155, 0.892385], [-7.147493, 0.369001, 1.221265], [-6.911278, -0.557366, -0.279300], [-5.085022, 1.383238, 0.907004], [-4.139850, 2.907908, -0.467670], [-2.094146, 4.188521, -1.082815], [-0.078199, 2.945188, -1.809153], [-1.970906, -0.678768, -1.320564]],
  "forces_ev_per_angstrom": [[-0.14, -0.06, 0.02], [0.00, 0.01, 0.01], [0.02, -0.01, -0.06], [-0.01, 0.01, 0.02], [-0.03, 0.03, 0.05], [0.00, -0.11, -0.21], [0.06, 0.06, 0.07], [-0.07, -0.10, 0.22], [0.06, 0.09, -0.07], [-0.08, -0.13, 0.01], [-0.02, 0.13, -0.16], [0.06, -0.07, 0.14], [0.01, 0.07, -0.06], [-0.03, -0.02, -0.03], [-0.05, -0.08, 0.06], [0.03, -0.04, 0.04], [0.02, 0.06, -0.03], [-0.04, -0.08, 0.01], [0.03, 0.09, 0.04], [0.01, 0.03, -0.07], [-0.01, 0.01, 0.00], [-0.01, 0.00, 0.00], [0.00, 0.00, 0.00], [0.00, 0.05, 0.00], [0.00, -0.01, 0.00], [0.01, 0.01, 0.00], [-0.01, 0.00, -0.01], [0.00, 0.01, 0.01], [-0.01, 0.02, -0.02], [0.00, -0.03, 0.00], [0.00, 0.00, 0.00], [0.00, 0.00, 0.01], [0.03, -0.05, -0.08], [0.02, 0.02, 0.09], [0.02, 0.05, 0.00], [0.01, 0.00, 0.02], [-0.02, -0.07, 0.02], [0.03, 0.02, 0.15], [-0.19, 0.19, -0.44], [0.08, -0.09, 0.18], [0.07, -0.15, 0.13], [-0.04, 0.06, 0.02], [0.02, 0.01, -0.02], [0.04, -0.02, 0.07], [0.09, 0.07, -0.09], [0.04, 0.02, 0.02], [-0.01, 0.00, -0.02], [0.00, 0.02, -0.01], [0.00, 0.00, -0.01], [0.02, 0.00, 0.00], [0.01, -0.01, 0.00], [0.00, 0.00, 0.01], [0.00, -0.01, -0.01], [-0.03, -0.01, -0.01]],
  "homo_energy_ev": [-6.51, -8.27],
  "relative_energy_kcal_mol": 7.48,
  "homo_lumo_gap_ev": [6.2, 7.7],
  "total_energy_ha": -5849.832705,
  "s_squared": 0.7543,
  "total_charge": 0,
  "spin_multiplicity": 2
}

Entry 2:
{
  "formula": "C3H6NO3",
  "method": "ωB97M-V/def2-TZVPD",
  "species": ["O", "C", "O", "C", "C", "O", "N", "H", "H", "H", "H", "H", "H"],
  "coordinates": [[3.843664, -0.584228, -0.646737], [4.176542, 0.223269, 0.325928], [4.806463, -0.052642, 1.380848], [-3.371481, -0.797306, 0.318438], [-2.940198, -1.706097, -0.620897], [-1.709359, 3.050727, -1.295897], [-4.549174, -0.739889, 0.882339], [3.885147, 1.280365, 0.161879], [-3.430477, -2.611730, -0.986620], [-2.865138, 0.121427, 0.318832], [-1.914133, -1.533864, -1.118639], [-4.866218, -1.706769, 0.986753], [-1.680291, 3.999741, -1.185107]],
  "forces_ev_per_angstrom": [[0.12, 0.48, 0.56], [2.21, -0.54, 3.44], [-2.01, 0.32, -3.45], [-1.12, 0.12, -1.24], [2.69, -0.80, -1.19], [0.00, -0.94, -0.10], [-0.05, -0.80, 1.20], [-0.32, -0.27, -0.56], [-0.23, 0.37, 0.54], [1.13, 1.23, 0.20], [-1.81, -0.14, 0.85], [-0.61, 0.05, -0.37], [0.00, 0.92, 0.11]],
  "homo_energy_ev": [-9.00, -10.04],
  "relative_energy_kcal_mol": 139.59,
  "homo_lumo_gap_ev": [6.7, 6.3],
  "total_energy_ha": -398.110219,
  "s_squared": 1.7924,
  "total_charge": 0,
  "spin_multiplicity": 2
}

Entry 3:
{
  "formula": "C2H4N4",
  "method": "ωB97M-V/def2-TZVPD",
  "species": ["C", "C", "N", "N", "N", "N", "H", "H", "H", "H"],
  "coordinates": [[-2.126045, 0.000107, -0.075508], [-0.583469, 0.116469, -0.011911], [0.343666, 1.252871, 0.049130], [1.523781, 0.542597, -0.072487], [1.306175, -0.673181, 0.080068], [-0.033534, -1.039869, 0.071553], [-2.607414, -0.751517, -0.715618], [-2.478997, -0.150648, 1.075268], [-2.592810, 0.897586, -0.256782], [1.955682, -1.271799, -0.476204]],
  "forces_ev_per_angstrom": [[0.47, -0.39, 3.93], [-1.72, 1.53, 0.60], [0.57, -4.86, -1.47], [-1.80, 5.46, 1.10], [-0.37, -3.89, -1.79], [2.46, -0.13, -0.48], [0.96, -0.04, 0.27], [0.80, -0.17, -2.67], [-0.80, 2.31, -0.85], [-0.56, 0.18, 1.36]],
  "homo_energy_ev": -10.87,
  "relative_energy_kcal_mol": 62.73,
  "homo_lumo_gap_ev": 11.8,
  "total_energy_ha": -297.544344,
  "smiles": "Cc1nn[nH]n1",
  "total_charge": 0
}